(1)
C39H104O13 | ωB97M-V/def2-TZVPD

The geometry in ORCA input format:
```
! RIJCOSX wB97M-V def2-TZVPD def2/J DEFGRID3
* xyz 0 1
C 1.700 -3.678 -1.884
C 1.952 -4.986 -2.685
C 0.735 -5.876 -2.786
O 2.447 -4.605 -3.965
H 1.213 -2.925 -2.510
H 2.685 -3.275 -1.644
H 1.109 -3.791 -0.975
H 2.783 -5.508 -2.211
H 0.982 -6.926 -2.968
H 0.030 -5.703 -3.602
H 0.172 -5.830 -1.852
H 2.004 -3.802 -4.255
C 4.889 4.502 -0.418
C 4.129 3.210 -0.621
C 4.570 2.115 0.338
O 2.747 3.463 -0.361
H 4.663 4.896 0.578
H 4.607 5.284 -1.127
H 5.977 4.423 -0.468
H 4.425 2.770 -1.580
H 3.855 1.286 0.374
H 4.729 2.396 1.382
H 5.467 1.565 0.025
H 2.259 3.332 -1.195
C -0.980 4.719 -2.509
C 0.410 4.804 -3.138
C 1.211 6.075 -2.963
O 1.238 3.698 -2.771
H -1.420 3.772 -2.815
H -1.620 5.456 -3.006
H -0.918 4.980 -1.454
H 0.163 4.753 -4.210
H 1.812 6.036 -2.049
H 0.576 6.962 -2.906
H 1.965 6.208 -3.740
H 1.248 3.072 -3.505
C 6.298 0.446 -3.054
C 5.466 -0.634 -2.374
C 4.045 -0.663 -2.901
O 6.068 -1.899 -2.643
H 5.858 1.399 -2.754
H 6.320 0.212 -4.119
H 7.336 0.513 -2.726
H 5.491 -0.468 -1.289
H 3.520 0.296 -2.876
H 3.429 -1.416 -2.394
H 3.952 -1.029 -3.930
H 5.540 -2.598 -2.248
C -4.719 0.716 -2.575
C -4.904 -0.624 -1.858
C -5.465 -1.644 -2.811
O -3.630 -1.020 -1.352
H -4.206 0.541 -3.529
H -4.040 1.389 -2.049
H -5.648 1.221 -2.831
H -5.601 -0.385 -1.047
H -5.934 -2.521 -2.360
H -4.820 -1.959 -3.634
H -6.308 -1.233 -3.385
H -3.648 -1.982 -1.226
C 0.736 -3.531 2.963
C -0.075 -4.725 2.458
C 0.865 -5.775 1.891
O -0.916 -5.305 3.483
H 0.103 -2.689 3.236
H 1.505 -3.144 2.293
H 1.293 -3.863 3.844
H -0.856 -4.450 1.748
H 0.388 -6.719 1.631
H 1.685 -5.967 2.586
H 1.292 -5.368 0.970
H -0.370 -5.725 4.162
C 0.166 -0.490 -5.258
C -0.123 1.010 -5.301
C -1.392 1.317 -6.090
O -0.150 1.547 -4.009
H 1.222 -0.643 -5.015
H 0.019 -1.011 -6.207
H -0.444 -1.002 -4.511
H 0.672 1.513 -5.859
H -2.328 1.035 -5.604
H -1.386 0.895 -7.098
H -1.476 2.393 -6.284
H -0.500 1.003 -3.290
C 0.733 6.409 1.247
C 0.696 5.077 1.976
C -0.182 4.019 1.355
O 2.037 4.577 2.119
H -0.211 6.945 1.363
H 0.822 6.157 0.188
H 1.574 6.983 1.622
H 0.389 5.169 3.025
H -1.230 4.361 1.279
H -0.246 3.079 1.900
H -0.066 3.848 0.278
H 2.330 4.187 1.266
C -3.916 -1.957 5.543
C -3.020 -2.713 4.579
C -2.717 -1.869 3.369
O -1.815 -3.192 5.184
H -4.874 -1.726 5.075
H -3.490 -1.069 6.005
H -4.224 -2.602 6.374
H -3.544 -3.631 4.269
H -2.332 -0.909 3.707
H -3.672 -1.696 2.855
H -2.132 -2.359 2.588
H -1.587 -3.952 4.624
C -2.196 3.579 4.731
C -2.916 2.310 4.261
C -2.249 1.775 2.993
O -2.846 1.293 5.256
H -2.724 3.895 5.634
H -2.047 4.381 4.011
H -1.194 3.316 5.088
H -3.984 2.478 4.121
H -2.084 2.598 2.290
H -2.828 0.984 2.516
H -1.244 1.365 3.142
H -1.945 0.949 5.251
C -4.163 -5.703 0.911
C -3.405 -4.616 0.149
C -2.402 -5.225 -0.845
O -4.284 -3.818 -0.609
H -4.645 -5.353 1.826
H -3.458 -6.443 1.317
H -4.794 -6.349 0.300
H -2.833 -4.019 0.872
H -3.027 -5.691 -1.613
H -1.825 -6.076 -0.487
H -1.772 -4.439 -1.256
H -4.999 -3.483 -0.055
C 0.926 0.648 -0.786
C 0.033 -0.571 -0.973
C -0.578 -0.980 0.355
O -0.938 -0.312 -1.964
H 1.390 0.951 -1.727
H 1.686 0.521 -0.013
H 0.347 1.517 -0.450
H 0.735 -1.368 -1.249
H -1.369 -1.736 0.305
H -1.147 -0.176 0.842
H 0.171 -1.275 1.089
H -1.826 -0.417 -1.586
C 1.140 2.376 4.993
C 2.432 1.781 4.363
C 2.089 0.948 3.125
O 3.234 2.900 3.991
H 1.388 2.814 5.960
H 0.379 1.608 5.173
H 0.680 3.138 4.362
H 2.927 1.267 5.182
H 3.037 0.618 2.708
H 1.444 1.423 2.391
H 1.513 0.113 3.547
H 2.705 3.535 3.468
*
```

Summary:
**Relative energy (zero: lowest compared OMol25 entry of this formula, charge and spin)**: 1.919 eV
**E_HOMO**: -9.31 eV
**Orbital gap**: 9.641 eV
**Calculated total energy**: -68746.2555 eV
**LUMO**: 0.33 eV
**Largest force on an atom**: 3.092 eV/Å

Results of the Löwdin charge analysis, in e, for atoms 1 through 2: atom 1 (C): -0.05, atom 2 (C): -0.46

---

(2)
C39H108O15 | ωB97M-V/def2-TZVPD

The geometry in ORCA input format:
```
! RIJCOSX wB97M-V def2-TZVPD def2/J DEFGRID3
* xyz -1 2
C -2.834 2.187 6.249
C -2.505 0.906 5.576
C -1.322 0.875 4.601
O -2.297 -0.010 6.609
H -3.688 2.111 6.922
H -2.929 2.966 5.493
H -2.026 2.542 6.889
H -3.410 0.545 5.087
H -1.060 -0.138 4.295
H -0.413 1.252 5.070
H -1.572 1.413 3.687
H -1.347 -0.015 6.749
C -3.346 -2.855 3.888
C -3.672 -2.739 2.378
C -4.725 -3.743 1.807
O -4.062 -1.384 2.227
H -2.529 -2.215 4.222
H -3.286 -3.916 4.131
H -4.242 -2.640 4.471
H -2.729 -2.813 1.837
H -4.732 -3.648 0.721
H -5.737 -3.587 2.179
H -4.442 -4.772 2.031
H -4.714 -1.220 2.913
C 6.250 1.231 -0.512
C 6.126 0.592 0.841
C 4.610 0.346 1.191
O 6.784 -0.664 0.828
H 5.670 2.152 -0.552
H 6.032 0.476 -1.268
H 7.318 1.380 -0.672
H 6.562 1.305 1.541
H 3.921 1.185 1.098
H 4.415 -0.017 2.200
H 4.272 -0.462 0.541
H 6.282 -1.260 1.388
C -5.648 1.560 1.318
C -4.351 1.889 0.635
C -3.218 2.288 1.626
O -3.952 0.641 0.023
H -5.488 0.932 2.195
H -6.349 1.097 0.624
H -6.063 2.521 1.622
H -4.557 2.647 -0.121
H -3.550 3.216 2.092
H -2.251 2.432 1.145
H -3.108 1.446 2.310
H -4.128 -0.066 0.649
C 0.326 0.362 -4.256
C -0.104 -0.188 -5.612
C 0.164 -1.680 -5.611
O -1.450 0.065 -5.818
H 0.362 1.445 -4.373
H 1.383 0.100 -4.200
H -0.207 0.151 -3.329
H 0.451 0.316 -6.402
H 1.200 -1.917 -5.367
H 0.036 -2.095 -6.611
H -0.444 -2.229 -4.892
H -1.789 -0.579 -6.445
C 3.524 2.407 -3.296
C 4.374 1.938 -4.459
C 3.689 0.848 -5.310
O 4.839 2.993 -5.267
H 3.142 1.579 -2.699
H 2.644 2.961 -3.623
H 4.094 3.122 -2.703
H 5.316 1.580 -4.045
H 3.559 -0.063 -4.726
H 4.278 0.544 -6.175
H 2.728 1.228 -5.655
H 4.031 3.354 -5.640
C 2.543 -3.630 4.555
C 1.745 -3.795 3.237
C 0.458 -2.920 3.209
O 2.582 -3.308 2.230
H 2.863 -2.591 4.644
H 3.442 -4.246 4.557
H 1.926 -3.903 5.411
H 1.535 -4.859 3.135
H 0.745 -1.908 3.495
H -0.303 -3.165 3.951
H -0.101 -2.916 2.274
H 2.134 -3.575 1.424
C 1.287 -4.331 -2.516
C 2.094 -3.997 -1.233
C 2.671 -2.607 -1.279
O 1.221 -4.141 -0.098
H 1.906 -3.999 -3.350
H 0.423 -3.668 -2.569
H 1.064 -5.397 -2.559
H 2.922 -4.691 -1.089
H 1.873 -1.906 -1.524
H 3.489 -2.521 -1.995
H 3.078 -2.290 -0.320
H 0.857 -5.029 -0.114
C -0.490 4.560 4.709
C 0.916 4.728 4.220
C 1.458 3.365 3.665
O 0.912 5.642 3.120
H -1.103 4.010 3.995
H -0.982 5.526 4.824
H -0.444 4.075 5.684
H 1.556 5.131 5.004
H 1.395 2.602 4.440
H 2.439 3.499 3.209
H 0.819 2.997 2.862
H 1.786 5.580 2.728
C -0.974 -1.369 -0.356
C -0.610 0.021 0.253
C 0.926 0.291 0.287
O -1.234 1.008 -0.522
H -1.969 -1.336 -0.801
H -0.913 -2.106 0.445
H -0.325 -1.739 -1.150
H -1.068 0.189 1.228
H 1.194 1.156 0.893
H 1.397 0.407 -0.689
H 1.363 -0.586 0.763
H -2.183 0.903 -0.419
C -3.862 -5.550 -2.808
C -2.458 -5.537 -2.191
C -2.484 -4.788 -0.876
O -1.952 -6.833 -2.087
H -4.523 -6.126 -2.161
H -3.877 -5.968 -3.815
H -4.189 -4.511 -2.834
H -1.825 -5.000 -2.897
H -1.486 -4.577 -0.491
H -3.226 -5.169 -0.174
H -2.877 -3.782 -1.019
H -2.281 -7.359 -2.819
C 5.010 4.906 0.517
C 3.551 5.329 0.697
C 2.579 4.172 0.290
O 3.319 5.765 2.023
H 5.243 4.849 -0.546
H 5.250 3.949 0.981
H 5.575 5.669 1.052
H 3.392 6.179 0.034
H 1.556 4.349 0.621
H 2.822 3.130 0.503
H 2.482 4.129 -0.795
H 3.721 6.609 2.240
C -3.758 1.968 -3.552
O -2.876 2.294 -4.560
H -4.428 1.182 -3.902
H -3.322 1.686 -2.594
H -4.332 2.818 -3.182
H -2.437 1.523 -4.927
C -0.205 3.327 -2.609
O 0.492 2.466 -1.789
H 0.468 3.546 -3.438
H -1.105 2.924 -3.073
H -0.491 4.217 -2.048
H -0.172 1.894 -1.398
C -3.491 -1.451 -3.482
O -4.565 -1.524 -4.363
H -2.821 -2.307 -3.402
H -2.880 -0.566 -3.657
H -3.800 -1.320 -2.445
H -4.160 -1.889 -5.153
*
```

Summary:
**E_HOMO (spin up / spin down)**: 0.46 / -7.27 eV
**Orbital gap (spin up / spin down)**: 1.411 / 9.138 eV
**Calculated total energy**: -72903.6006 eV
**LUMO (spin up / spin down)**: 1.88 / 1.87 eV
**Largest force on an atom**: 2.324 eV/Å

Results of the Löwdin charge analysis, in e, for atoms 1 through 2: atom 1 (C): -0.06, atom 2 (C): -0.52

---

(3)
C39H113N7O18 | ωB97M-V/def2-TZVPD

The geometry in ORCA input format:
```
! RIJCOSX wB97M-V def2-TZVPD def2/J DEFGRID3
* xyz 0 1
C 4.884 -1.856 2.949
O 3.630 -1.164 2.809
H 5.727 -1.167 2.998
H 4.917 -2.555 3.785
H 5.273 -2.332 2.049
H 2.883 -1.737 2.622
C 4.002 -4.153 -0.216
O 2.728 -3.675 -0.642
H 4.267 -5.078 -0.729
H 4.781 -3.420 -0.420
H 3.937 -4.439 0.834
H 2.743 -3.448 -1.574
C 5.462 0.754 0.188
O 6.394 0.812 -0.905
H 4.596 0.096 0.105
H 5.994 0.413 1.076
H 5.206 1.763 0.510
H 6.083 1.501 -1.496
C -6.763 2.193 -1.148
C -6.076 2.608 -2.413
C -5.254 1.472 -3.030
O -4.362 0.913 -2.131
C -3.580 -0.057 -2.713
N -7.093 3.147 -3.294
H -5.997 1.827 -0.465
H -7.535 1.435 -1.278
H -7.266 3.029 -0.663
H -5.521 3.499 -2.118
H -4.718 1.856 -3.898
H -5.876 0.665 -3.417
H -3.051 0.315 -3.590
H -4.242 -0.850 -3.060
H -2.955 -0.471 -1.921
H -7.768 2.424 -3.499
H -6.756 3.469 -4.190
C 1.804 -4.321 3.784
C 0.790 -3.838 2.712
C -0.537 -3.375 3.338
O -1.218 -4.549 3.724
C -2.340 -4.267 4.500
N 1.443 -2.728 2.131
H 2.663 -4.829 3.346
H 1.260 -5.080 4.346
H 2.070 -3.488 4.435
H 0.582 -4.586 1.947
H -1.213 -2.829 2.679
H -0.455 -2.658 4.154
H -3.034 -3.652 3.927
H -2.079 -3.796 5.448
H -2.769 -5.251 4.692
H 1.820 -3.020 1.240
H 0.743 -2.103 1.759
C -3.449 -0.337 2.826
C -3.764 0.541 1.643
C -4.098 2.020 1.899
O -5.341 2.199 2.601
C -5.684 3.547 2.796
N -2.766 0.466 0.649
H -2.610 0.064 3.395
H -3.180 -1.351 2.532
H -4.351 -0.310 3.438
H -4.705 0.156 1.253
H -4.069 2.609 0.982
H -3.293 2.423 2.513
H -5.088 3.929 3.625
H -6.684 3.525 3.230
H -5.674 4.236 1.951
H -3.247 0.667 -0.215
H -2.136 1.256 0.635
C -3.488 -6.647 -4.496
C -2.126 -6.333 -3.805
C -2.406 -5.423 -2.629
O -1.198 -5.032 -1.991
C -1.358 -4.005 -0.993
N -1.484 -7.637 -3.389
H -3.291 -7.326 -5.326
H -3.956 -5.734 -4.864
H -4.079 -7.262 -3.818
H -1.407 -5.820 -4.443
H -2.979 -5.970 -1.880
H -2.913 -4.514 -2.952
H -0.509 -3.991 -0.309
H -2.160 -4.210 -0.284
H -1.463 -3.037 -1.484
H -1.744 -8.321 -4.085
H -1.871 -7.961 -2.514
C 3.361 5.698 2.243
C 3.359 4.612 1.135
C 4.617 4.608 0.262
O 4.873 5.861 -0.336
C 6.026 5.932 -1.090
N 3.148 3.360 1.853
H 3.402 6.673 1.759
H 4.189 5.635 2.948
H 2.407 5.735 2.769
H 2.545 4.782 0.430
H 4.499 3.854 -0.516
H 5.492 4.322 0.846
H 6.270 6.921 -1.478
H 6.024 5.251 -1.942
H 6.869 5.532 -0.527
H 2.398 3.487 2.518
H 2.840 2.648 1.207
C -1.611 2.914 -2.345
C -0.709 2.054 -3.235
C -0.789 2.416 -4.751
O -2.068 2.101 -5.220
C -2.109 1.535 -6.542
N 0.621 2.213 -2.666
H -1.602 2.601 -1.301
H -2.668 3.020 -2.592
H -1.242 3.937 -2.418
H -0.988 1.000 -3.208
H -0.080 1.782 -5.283
H -0.524 3.445 -4.992
H -2.131 2.243 -7.371
H -2.959 0.855 -6.597
H -1.252 0.880 -6.702
H 0.885 3.119 -3.024
H 1.317 1.641 -3.124
C 2.267 0.362 5.598
C 1.124 -0.377 4.924
C -0.292 -0.262 5.554
O -0.306 -1.065 6.750
C -1.547 -1.002 7.428
N 1.173 0.232 3.587
H 1.956 1.394 5.761
H 3.266 0.358 5.160
H 2.297 -0.124 6.573
H 1.299 -1.440 4.758
H -1.019 -0.800 4.945
H -0.610 0.767 5.721
H -1.541 -1.338 8.465
H -2.267 -1.690 6.986
H -2.054 -0.041 7.340
H 0.595 -0.317 2.966
H 2.138 0.063 3.341
C 4.374 2.536 -3.240
C 4.009 1.078 -3.533
O 2.709 0.957 -4.089
O 5.687 2.713 -2.641
H 3.551 2.990 -2.688
H 4.380 3.159 -4.134
H 3.995 0.420 -2.664
H 4.729 0.630 -4.219
H 2.769 0.665 -5.002
H 6.390 2.852 -3.279
C -0.653 4.012 2.018
C -0.530 3.366 3.341
O 0.863 2.973 3.484
O -0.841 3.016 0.972
H 0.225 4.625 1.814
H -1.555 4.624 2.044
H -1.210 2.517 3.404
H -0.738 3.996 4.206
H 0.905 2.020 3.381
H -0.033 2.523 0.813
C 1.729 -2.466 -3.476
C 1.228 -2.288 -4.920
O 0.174 -3.254 -5.125
O 2.527 -3.662 -3.316
H 0.870 -2.391 -2.810
H 2.386 -1.648 -3.179
H 2.036 -2.511 -5.616
H 0.854 -1.268 -5.016
H 0.498 -4.148 -4.993
H 1.990 -4.381 -3.657
C 0.215 -0.750 -0.263
C 1.382 0.124 0.157
O 1.145 1.524 0.137
O -0.541 -1.045 0.888
H 0.615 -1.658 -0.714
H -0.427 -0.225 -0.971
H 2.172 0.031 -0.588
H 1.883 -0.181 1.075
H 1.041 1.836 -0.765
H -1.350 -0.532 0.835
*
```

Summary:
**Relative energy (zero: lowest compared OMol25 entry of this formula, charge and spin)**: 2.827 eV
**E_HOMO**: -8.20 eV
**Orbital gap**: 8.055 eV
**Calculated total energy**: -89553.5025 eV
**LUMO**: -0.14 eV
**Largest force on an atom**: 2.807 eV/Å

Results of the Löwdin charge analysis, in e, for atoms 1 through 2: atom 1 (C): -0.14, atom 2 (O): -0.16